[1]
A cluster of 2 separate species, C2H2Cl3NO in total at a distorted geometry, computed with the ωB97M-V functional and the def2-TZVPD basis.

Geometry as XYZ:
```
9
C2H2Cl3NO | the Open Molecules 2025 dataset | the ωB97M-V functional and the def2-TZVPD basis
C -0.509 0.001 0.315
C 0.935 -0.184 0.002
N -1.555 0.419 -0.499
O -1.081 1.166 0.648
Cl 1.338 -1.901 -0.131
Cl 1.329 0.603 -1.578
Cl 1.917 0.569 1.276
H -1.114 -1.567 1.328
H -1.260 0.895 -1.362
```

**Net charge**: 0
**Orbital gap (alpha / beta)**: 9.356 / 9.357 eV
**LUMO level (alpha / beta)**: -0.760 / -0.761 eV
**E_HOMO (alpha / beta)**: -10.1 / -10.1 eV

[2]
A structure of composition C28H26AsCaN2O7SSbSe4 at a distorted geometry, computed with the ωB97M-V functional and the def2-TZVPD basis.

Geometry as XYZ:
```
71
C28H26AsCaN2O7SSbSe4 | the Open Molecules 2025 dataset | the ωB97M-V functional and the def2-TZVPD basis
Ca 1.896 0.590 -0.417
Se 5.692 -2.855 -1.096
Sb 3.400 -2.921 -0.139
Se 3.660 -1.017 1.346
Se 1.473 -2.358 -1.657
Se 3.287 -4.882 1.359
O 2.892 2.569 -0.362
S 2.853 3.771 0.654
C 1.545 4.828 0.077
C 0.776 5.402 1.135
C -0.381 6.068 0.821
C -0.841 6.101 -0.525
C -0.112 5.511 -1.533
C 1.056 4.825 -1.243
C 4.339 4.588 0.180
C 4.701 5.741 0.888
C 6.011 6.159 0.809
C 6.713 5.833 -0.375
C 6.229 4.785 -1.223
C 5.003 4.232 -1.033
H 1.169 5.133 2.113
H -0.977 6.598 1.524
H -1.802 6.539 -0.791
H -0.389 5.502 -2.613
H 1.576 4.136 -1.914
H 3.937 6.227 1.464
H 6.398 6.946 1.505
H 7.542 6.412 -0.742
H 6.918 4.383 -1.982
H 4.632 3.395 -1.585
O -0.297 0.143 0.206
C -0.710 1.065 -0.482
O 0.075 1.653 -1.350
C -2.169 1.518 -0.533
C -3.132 0.686 -0.023
C -4.303 1.294 0.433
C -4.532 2.661 0.242
C -3.677 3.274 -0.634
C -2.496 2.713 -1.116
N -3.896 4.650 -1.004
O -3.343 5.014 -2.086
O -4.582 5.356 -0.257
N -5.355 0.408 0.811
O -6.405 0.838 1.281
O -5.071 -0.803 0.712
H -3.138 -0.434 0.002
H -5.445 3.097 0.664
H -1.885 3.204 -1.870
C -0.519 -3.336 1.756
As -0.855 -4.441 0.106
C -2.780 -4.789 0.269
C 0.023 -6.034 1.014
C -0.714 -7.218 0.451
C -1.584 -8.029 1.162
C -2.119 -9.228 0.579
C -1.894 -9.510 -0.731
C -1.028 -8.682 -1.486
C -0.412 -7.595 -0.875
H -0.570 -2.245 1.526
H 0.556 -3.498 2.056
H -1.130 -3.664 2.595
H -3.085 -4.884 1.321
H -3.088 -5.654 -0.299
H -3.187 -3.889 -0.221
H -0.038 -6.038 2.107
H 1.055 -5.931 0.703
H -1.931 -7.692 2.199
H -2.781 -9.873 1.130
H -2.208 -10.482 -1.061
H -0.802 -8.937 -2.548
H 0.251 -6.925 -1.393
```

**Net charge**: -2
**Orbital gap**: 2.310 eV
**LUMO level**: 1.805 eV
**E_HOMO**: -0.5 eV

[3]
An isolated molecule of C5H10O, computed with the ωB97M-V functional and the def2-TZVPD basis.

Geometry as XYZ:
```
16
C5H10O | the Open Molecules 2025 dataset | the ωB97M-V functional and the def2-TZVPD basis
C 0.358 -1.176 1.088
C 0.014 0.276 0.826
C 1.303 1.067 -0.073
O 1.109 0.812 -1.341
C -0.833 0.606 -0.265
C -1.298 -0.378 -1.254
H -0.502 -1.767 1.429
H 1.130 -1.239 1.861
H 0.759 -1.642 0.182
H -0.131 0.885 1.720
H 2.264 0.732 0.385
H 1.103 2.100 0.281
H -1.186 1.633 -0.333
H -1.964 0.048 -2.005
H -1.764 -1.242 -0.763
H -0.365 -0.714 -1.737
```

**Net charge**: 0
**Orbital gap**: 7.788 eV
**LUMO level**: -0.302 eV
**E_HOMO**: -8.1 eV

[4]
A cluster of 5 separate species, C21H39IO8P2S in total at a distorted geometry, computed with the ωB97M-V functional and the def2-TZVPD basis.

Geometry as XYZ:
```
72
C21H39IO8P2S | the Open Molecules 2025 dataset | the ωB97M-V functional and the def2-TZVPD basis
C 2.758 4.938 2.615
C 3.584 3.875 1.885
P 3.488 2.206 2.620
C 4.633 2.360 4.191
C 5.358 3.629 4.572
C 4.600 4.491 5.552
I 7.292 3.110 5.505
P 1.971 1.525 0.982
S 0.205 2.338 1.339
H 2.146 5.456 1.892
H 2.092 4.515 3.352
H 3.388 5.667 3.099
H 4.616 4.172 1.761
H 3.188 3.790 0.883
H 4.367 1.210 2.136
H 2.371 1.921 3.433
H 4.047 2.065 5.058
H 5.352 1.563 4.055
H 5.728 4.188 3.727
H 3.539 4.401 5.377
H 4.888 5.531 5.477
H 4.774 4.164 6.568
H 2.462 1.763 -0.311
H 1.902 0.133 1.019
O -6.462 3.276 2.174
C -5.337 2.949 1.935
O -4.278 3.697 2.328
C -3.053 3.129 1.816
C -3.362 1.656 1.582
C -4.839 1.712 1.198
H -2.781 3.660 0.902
H -2.267 3.276 2.550
H -2.719 1.197 0.841
H -3.243 1.109 2.518
H -4.979 1.871 0.127
H -5.416 0.842 1.497
O -3.882 -1.517 -0.791
C -3.316 -0.874 -1.627
O -2.671 0.275 -1.317
C -2.151 0.904 -2.504
C -2.021 -0.230 -3.519
C -3.170 -1.154 -3.109
H -2.855 1.678 -2.818
H -1.204 1.369 -2.243
H -2.066 0.115 -4.550
H -1.074 -0.750 -3.375
H -4.106 -0.886 -3.603
H -2.962 -2.204 -3.271
O 1.843 -0.414 -2.056
C 1.610 -1.550 -1.773
O 1.856 -2.056 -0.540
C 1.551 -3.463 -0.499
C 0.567 -3.692 -1.646
C 1.019 -2.635 -2.657
H 2.483 -4.015 -0.636
H 1.146 -3.688 0.483
H 0.589 -4.713 -2.020
H -0.446 -3.473 -1.311
H 1.811 -2.997 -3.314
H 0.218 -2.223 -3.266
O -0.695 -3.482 -3.413
C -1.338 -4.482 -3.544
O -2.663 -4.453 -3.825
C -3.207 -5.789 -3.809
C -2.016 -6.712 -4.060
C -0.878 -5.923 -3.411
H -3.666 -5.954 -2.833
H -3.973 -5.844 -4.576
H -2.164 -7.708 -3.653
H -1.839 -6.804 -5.131
H -0.780 -6.142 -2.346
H 0.090 -6.050 -3.886
```

**Net charge**: 0
**Orbital gap**: 7.714 eV
**Structure (SMILES)**: CC[PH2](C[C@@H](C)I)[PH2]=S.O=C1CCCO1.O=C1CCCO1.O=C1CCCO1.O=C1CCCO1
**LUMO level**: 0.191 eV
**E_HOMO**: -7.5 eV

[5]
A cluster of 3 separate species, C26H52B2N6O4 in total at a distorted geometry, computed with the ωB97M-V functional and the def2-TZVPD basis.

Geometry as XYZ:
```
90
C26H52B2N6O4 | the Open Molecules 2025 dataset | the ωB97M-V functional and the def2-TZVPD basis
C -5.928 -2.788 3.307
C -4.759 -2.423 4.382
O -4.184 -1.120 4.101
B -3.010 -1.202 3.269
O -1.716 -1.353 3.878
C -3.268 -1.057 1.646
N -4.298 -0.132 1.272
C -4.402 -0.126 -0.161
C -5.527 0.807 -0.784
C -5.765 0.928 -2.320
C -6.951 1.852 -2.872
N -8.208 1.017 -2.990
C -4.849 0.146 -3.332
C -3.751 -0.767 -2.722
C -2.768 -1.604 -3.702
B -1.465 -0.621 -3.925
O -1.450 0.422 -4.941
O -0.239 -0.747 -3.138
C -3.535 -0.927 -1.160
N -2.509 -1.841 -0.738
C -2.394 -1.919 0.683
C -1.285 -2.968 1.232
C 0.130 -2.213 1.328
N 1.314 -3.121 1.174
H -6.224 -1.781 2.816
H -5.577 -3.547 2.525
H -6.890 -3.144 3.846
H -5.314 -2.317 5.395
H -3.997 -3.263 4.525
H -1.207 -0.514 3.900
H -6.243 1.430 -0.126
H -6.697 2.222 -3.923
H -7.196 2.712 -2.145
H -8.034 0.213 -3.620
H -8.474 0.645 -2.057
H -4.940 0.189 -4.467
H -2.426 -2.571 -3.179
H -3.278 -1.851 -4.706
H -0.655 0.981 -4.778
H -0.027 0.129 -2.721
H -1.180 -3.763 0.394
H -1.613 -3.514 2.178
H 0.229 -1.537 2.258
H 0.180 -1.482 0.428
H 1.237 -3.923 1.825
H 1.239 -3.513 0.215
C -1.275 2.804 0.759
C -0.166 3.386 1.629
N 0.899 2.434 1.936
C 1.801 2.897 2.989
C 2.644 4.140 2.706
C 1.546 1.802 0.793
C 2.207 2.709 -0.243
H -1.693 1.897 1.204
H -2.085 3.531 0.657
H -0.923 2.568 -0.249
H -0.632 3.706 2.567
H 0.224 4.292 1.148
H 2.467 2.078 3.280
H 1.200 3.096 3.885
H 3.468 3.922 2.026
H 3.090 4.500 3.638
H 2.053 4.959 2.291
H 0.803 1.183 0.277
H 2.290 1.079 1.150
H 1.581 3.563 -0.514
H 2.395 2.142 -1.160
H 3.173 3.082 0.101
C 3.622 -0.900 -1.682
C 4.735 -0.322 -0.815
N 5.798 -1.274 -0.509
C 6.702 -0.811 0.541
C 7.546 0.430 0.256
C 6.443 -1.909 -1.653
C 7.103 -1.003 -2.691
H 3.202 -1.805 -1.235
H 2.814 -0.170 -1.782
H 3.971 -1.138 -2.690
H 4.270 0.000 0.124
H 5.127 0.583 -1.297
H 7.368 -1.631 0.832
H 6.102 -0.611 1.438
H 8.369 0.211 -0.425
H 7.993 0.791 1.187
H 6.955 1.250 -0.158
H 5.699 -2.527 -2.167
H 7.186 -2.631 -1.295
H 6.476 -0.148 -2.961
H 7.289 -1.570 -3.607
H 8.069 -0.629 -2.349
```

**Net charge**: 0
**Orbital gap**: 7.071 eV
**Structure (SMILES)**: CCOB(O)c1nc2cc(CN)cc(CB(O)O)c2nc1CCN.CCN(CC)CC.CCN(CC)CC
**LUMO level**: -0.989 eV
**E_HOMO**: -8.1 eV

[6]
An isolated molecule of C15H24O, computed with the ωB97M-V functional and the def2-TZVPD basis.

Geometry as XYZ:
```
40
C15H24O | the Open Molecules 2025 dataset | the ωB97M-V functional and the def2-TZVPD basis
C 1.096 3.061 2.180
C 0.676 3.803 0.916
C 1.045 3.060 -0.369
C 0.277 1.753 -0.563
C 0.626 1.090 -1.894
C 0.005 -0.307 -2.060
C 1.048 -1.429 -2.069
C 1.766 -1.634 -0.731
H 1.818 -0.687 -0.195
H 2.792 -1.959 -0.920
C 1.107 -2.693 0.164
C -0.321 -2.377 0.503
C -0.631 -1.404 1.444
C -1.944 -1.090 1.740
C -2.982 -1.756 1.098
C -2.685 -2.739 0.162
C -1.368 -3.041 -0.126
H -1.151 -3.810 -0.853
H -3.497 -3.257 -0.324
O -4.291 -1.484 1.358
H -4.354 -0.792 2.028
H -2.170 -0.328 2.476
H 0.166 -0.887 1.960
H 1.152 -3.659 -0.342
H 1.688 -2.769 1.087
H 0.559 -2.361 -2.358
H 1.785 -1.200 -2.842
H -0.542 -0.353 -3.003
H -0.715 -0.486 -1.260
H 0.289 1.743 -2.702
H 1.713 1.017 -1.978
H -0.797 1.953 -0.530
H 0.507 1.067 0.253
H 0.846 3.714 -1.222
H 2.117 2.848 -0.362
H 1.166 4.780 0.903
H -0.403 3.974 0.935
H 0.916 3.677 3.058
H 2.156 2.820 2.143
H 0.535 2.138 2.294
```

**Net charge**: 0
**Orbital gap**: 9.149 eV
**Structure (SMILES)**: CCCCCCCCCc1ccc(O)cc1
**LUMO level**: 0.798 eV
**E_HOMO**: -8.4 eV

[7]
A structure of composition C24H48O48S12 at a distorted geometry, computed with the ωB97M-V functional and the def2-TZVPD basis.

Geometry as XYZ:
```
132
C24H48O48S12 | the Open Molecules 2025 dataset | the ωB97M-V functional and the def2-TZVPD basis
C -6.804 -0.342 -2.246
C -6.847 -1.781 -2.702
O -6.192 -2.456 -1.607
S -4.896 -1.623 -1.139
O -3.684 -1.976 -1.851
O -4.820 -1.771 0.288
O -5.569 -0.183 -1.566
H -7.598 -0.150 -1.521
H -6.836 0.450 -2.995
H -6.348 -2.053 -3.632
H -7.891 -2.084 -2.760
C 2.687 -4.008 -0.685
C 3.197 -2.536 -0.531
O 3.608 -2.404 0.822
S 2.835 -3.416 1.793
O 1.678 -2.790 2.396
O 3.801 -4.072 2.620
O 2.269 -4.424 0.640
H 3.371 -4.759 -1.071
H 1.742 -4.001 -1.223
H 2.447 -1.812 -0.849
H 4.091 -2.355 -1.124
C -3.439 0.261 -4.083
C -2.299 -0.663 -4.534
O -1.244 0.203 -4.952
S -1.776 1.708 -5.191
O -1.596 2.180 -6.537
O -1.434 2.512 -4.052
O -3.296 1.248 -5.093
H -3.136 0.652 -3.110
H -4.429 -0.176 -4.138
H -2.582 -1.362 -5.325
H -1.967 -1.327 -3.738
C 0.979 2.325 5.031
C -0.488 2.124 5.187
O -1.035 3.054 4.259
S 0.101 3.725 3.263
O 0.561 4.952 3.833
O -0.404 3.690 1.914
O 1.013 2.440 3.580
H 1.597 1.436 5.148
H 1.426 3.172 5.546
H -0.844 2.357 6.192
H -0.815 1.111 4.949
C -3.505 3.269 -1.605
C -3.811 3.024 -0.113
O -3.020 4.017 0.584
S -2.102 4.846 -0.471
O -0.888 4.155 -0.763
O -2.094 6.260 -0.189
O -3.142 4.609 -1.694
H -4.352 3.053 -2.255
H -2.774 2.503 -1.885
H -3.542 2.082 0.360
H -4.854 3.288 0.080
C 5.168 -2.001 5.475
C 5.370 -0.572 6.030
O 4.549 0.306 5.258
S 3.740 -0.450 4.125
O 3.830 0.296 2.902
O 2.491 -0.934 4.664
O 4.773 -1.718 4.146
H 4.333 -2.608 5.845
H 6.001 -2.701 5.527
H 6.416 -0.286 5.948
H 5.134 -0.610 7.093
C -0.873 -5.929 -5.124
C -0.493 -5.104 -6.289
O 0.714 -4.478 -5.870
S 0.599 -4.036 -4.273
O 0.003 -2.741 -4.229
O 1.859 -4.313 -3.631
O -0.501 -5.218 -3.975
H -0.289 -6.854 -5.152
H -1.938 -6.126 -5.002
H -1.276 -4.451 -6.680
H -0.228 -5.762 -7.118
C 1.850 6.736 0.037
C 2.265 5.569 0.932
O 3.682 5.748 1.101
S 4.097 7.327 1.046
O 4.880 7.580 -0.117
O 4.475 7.739 2.373
O 2.543 7.765 0.796
H 0.839 7.124 0.137
H 2.160 6.656 -1.004
H 2.129 4.614 0.427
H 1.713 5.637 1.864
C 6.280 3.068 -2.900
C 6.879 1.863 -3.563
O 6.034 0.774 -3.137
S 5.443 1.018 -1.662
O 6.284 0.397 -0.682
O 4.031 0.785 -1.637
O 5.719 2.673 -1.659
H 5.492 3.650 -3.383
H 7.080 3.797 -2.741
H 7.879 1.587 -3.231
H 6.780 1.844 -4.646
C -4.186 0.109 4.519
C -3.365 0.444 3.228
O -2.177 -0.313 3.372
S -2.539 -1.787 3.968
O -1.456 -2.431 4.636
O -3.294 -2.550 3.002
O -3.664 -1.155 4.972
H -5.184 -0.128 4.155
H -4.035 0.741 5.388
H -3.060 1.490 3.241
H -3.876 0.144 2.314
C -1.402 -3.674 0.928
C -1.353 -4.254 -0.538
O -1.632 -5.648 -0.457
S -2.395 -6.054 0.912
O -1.756 -7.217 1.502
O -3.802 -6.023 0.716
O -1.821 -4.758 1.731
H -2.098 -2.841 0.842
H -0.424 -3.377 1.297
H -0.324 -4.210 -0.896
H -2.041 -3.797 -1.245
C 1.227 0.988 0.395
C 0.430 0.188 1.423
O -0.268 -0.737 0.617
S -0.681 -0.169 -0.847
O -2.076 0.238 -0.767
O -0.405 -1.203 -1.795
O 0.423 1.025 -0.761
H 2.136 0.444 0.115
H 1.531 1.984 0.706
H -0.358 0.874 1.758
H 0.959 -0.181 2.297
```

**Net charge**: 0
**Orbital gap**: 10.132 eV
**LUMO level**: -0.161 eV
**E_HOMO**: -10.3 eV

[8]
An isolated molecule of C4H7NOS2 at a distorted geometry, computed with the ωB97M-V functional and the def2-TZVPD basis.

Geometry as XYZ:
```
15
C4H7NOS2 | the Open Molecules 2025 dataset | the ωB97M-V functional and the def2-TZVPD basis
C 1.273 -0.571 -0.106
C -0.838 0.598 -0.023
C 0.084 1.623 -0.747
C -0.778 -1.736 0.505
N -0.044 -0.568 0.183
O 2.016 1.722 1.260
S 2.264 -1.890 -0.367
S 1.836 1.228 -0.104
H -1.278 0.930 0.838
H -1.632 0.357 -0.840
H 0.229 1.768 -1.829
H -0.175 2.589 -0.398
H -1.737 -1.759 0.009
H -0.231 -2.608 0.080
H -0.989 -1.685 1.539
```

**Net charge**: 0
**Orbital gap**: 8.686 eV
**LUMO level**: 0.064 eV
**E_HOMO**: -8.6 eV

Which value of net charge does entry 5 give? 0

Which of these has the lowest net charge? C28H26AsCaN2O7SSbSe4

Which of these has the lowest net charge? C28H26AsCaN2O7SSbSe4